Density functional theory data (ωB97M-V/def2-TZVPD) for a structure of composition C12H24LiN4O2Ta in a non-equilibrium geometry.

Geometry as ORCA input:
```
! wB97M-V def2-TZVPD RIJCOSX def2/J DEFGRID3
* xyz 2 1
N -1.81 -0.97 -0.16
C -2.76 -1.59 -0.74
O -2.92 -2.63 -1.37
Li -0.67 -2.60 -0.82
Ta -0.60 0.51 0.10
N 0.55 0.32 -1.48
N 0.38 0.01 1.69
C 0.11 0.55 -2.89
C 0.18 -0.69 2.96
C 0.07 -0.81 -3.59
C 1.12 1.44 -3.61
C -1.25 1.22 -2.92
C 1.51 -1.28 3.45
C -0.32 0.31 3.99
C -0.82 -1.82 2.79
H 1.02 -1.34 -3.49
H -0.13 -0.65 -4.66
H -0.73 -1.45 -3.19
H 1.28 2.38 -3.07
H 0.74 1.67 -4.61
H 2.09 0.94 -3.74
H -2.03 0.64 -2.40
H -1.56 1.31 -3.97
H -1.22 2.23 -2.50
H 1.95 -1.94 2.70
H 1.30 -1.86 4.36
H 2.23 -0.50 3.71
H 0.39 1.14 4.12
H -0.42 -0.20 4.96
H -1.29 0.73 3.71
H -1.78 -1.49 2.37
H -1.01 -2.26 3.78
H -0.41 -2.62 2.15
C 1.51 0.98 1.68
H 1.48 1.65 0.80
H 1.50 1.64 2.56
H 2.46 0.44 1.65
C 1.97 -0.06 -1.37
H 2.64 0.80 -1.50
H 2.19 -0.52 -0.40
H 2.22 -0.82 -2.12
O -4.12 2.90 0.47
C -3.05 2.42 0.35
N -1.97 1.88 0.24
*
```

Values from the calculation:
Kohn-Sham gap = 7.36 eV
Calculated total energy = -24631.6677 eV